1.
The following is a quantum chemistry calculation of a molecular structure, C23H36AlF15NO11, from the Open Molecules 2025 dataset.

XYZ file:
```
87
Properties=species:S:1:pos:R:3:forces:R:3
Al 1.734118 -0.890510 -3.630232 0.0 -0.2 0.0
F 3.013159 -8.565431 -2.859311 0.0 0.0 0.0
F 3.639146 -8.842538 -0.809976 0.0 0.0 0.0
F 1.619285 0.015546 4.247243 0.0 0.0 0.0
F 8.340691 -1.177601 4.041116 0.0 0.0 0.0
F -0.403746 0.583495 3.711344 0.0 0.0 0.0
F 8.565880 0.248998 5.651468 0.0 0.0 0.0
F -7.949371 2.273928 -2.951631 -0.1 0.0 0.0
F 5.102130 -8.898401 -2.407276 0.0 0.0 0.0
F -1.251508 1.570432 -3.937828 0.0 0.1 0.0
F -0.229126 3.216727 -2.966656 0.0 0.0 0.0
F -9.359457 1.913936 -4.552663 0.0 0.0 0.0
F 8.820071 0.889778 3.603951 0.0 0.0 0.0
F 1.272299 1.384409 2.604501 0.0 0.0 0.1
F -1.536688 3.601450 -4.645211 0.0 0.0 0.0
F -7.254662 1.501493 -4.849802 0.0 0.0 0.0
O -3.685148 2.918066 -3.245495 0.1 0.0 0.0
O -9.027788 -0.716333 -4.368653 0.1 0.1 0.0
O 0.240083 1.930283 5.884444 0.1 0.0 -0.1
O 4.926714 -6.521908 -0.784222 0.0 -0.1 -0.1
O -8.041849 -0.340666 -2.370515 0.0 0.1 0.0
O 5.908163 0.446229 5.313164 0.1 0.0 0.0
O 1.597388 3.189438 4.594939 0.0 0.0 0.0
O 3.806422 -5.991501 -2.670574 -0.1 -0.2 -0.1
O 2.769076 -0.643056 0.373408 -0.1 0.0 0.1
O -2.406124 3.099838 -1.394953 0.0 0.0 -0.1
O 6.245947 0.548401 3.079934 0.1 -0.1 0.1
N 1.535674 2.182724 -0.237758 -0.1 -0.4 -0.1
C 0.995462 0.814991 -0.472023 0.0 0.6 -0.5
C 4.204877 -6.778018 -1.867286 0.1 0.2 0.1
C -10.445267 -2.315570 -3.192227 0.0 0.2 0.1
C 4.836772 0.807407 2.832577 -0.4 0.2 -0.2
C 0.855752 1.026492 3.802006 0.0 0.0 -0.1
C -4.885060 2.981723 -2.450633 -0.2 0.0 0.2
C 5.229663 -5.122303 -0.564092 0.1 0.4 0.1
C 4.078920 -4.414412 0.111624 -0.2 -0.2 0.0
C 6.601696 0.398339 4.337748 -0.2 0.0 -0.1
C -8.251836 1.458891 -3.960257 0.0 0.0 0.0
C -1.356910 2.833960 -3.557022 0.1 0.0 0.0
C -8.432119 0.017476 -3.441594 0.0 -0.2 0.0
C -5.248025 4.413053 -2.121207 0.2 0.1 -0.1
C 8.113437 0.091347 4.409494 0.0 0.0 0.1
C 1.426803 -1.331377 -1.638474 0.2 0.5 -0.1
C 3.976469 -8.299380 -1.985616 -0.1 0.0 0.0
C 4.525665 2.273674 3.017616 0.2 0.1 0.2
C -2.539751 2.983508 -2.578691 -0.1 0.0 0.1
C -9.213148 -2.111264 -4.045010 -0.1 -0.4 0.0
C 0.949078 2.205208 4.794522 0.0 0.0 0.1
C 0.270197 2.930437 6.918927 0.0 0.2 0.3
C -0.720419 4.039011 6.637946 0.0 0.0 -0.2
C 2.067009 -0.201992 -0.823410 -0.3 -0.2 -0.1
H 2.448693 -2.136181 -4.395169 0.0 -0.1 0.0
H 3.815461 -4.924785 1.039485 0.1 0.1 0.1
H 4.678696 2.581377 4.052874 -0.1 0.0 0.0
H -5.338683 5.001615 -3.034964 -0.1 0.0 0.0
H 0.326829 0.856283 -1.340285 -0.1 -0.2 0.1
H -4.484149 4.875692 -1.497157 0.0 0.0 0.0
H -9.315237 -2.610163 -5.005802 0.0 0.1 -0.1
H -10.609233 -3.379609 -3.025644 0.0 0.0 0.0
H 4.663726 0.514184 1.803255 0.1 -0.1 0.0
H 1.826173 -2.303615 -1.344474 0.1 0.0 0.0
H -6.197815 4.443887 -1.587318 0.0 0.0 0.0
H -10.336220 -1.827566 -2.224423 0.0 0.0 0.0
H 5.176358 2.879484 2.385853 0.0 0.0 -0.1
H -11.323569 -1.898052 -3.685246 0.0 -0.1 0.0
H 1.283521 3.315361 7.025089 0.0 0.0 -0.1
H 0.403295 0.470867 0.377598 0.1 0.0 0.1
H 5.488390 -4.650465 -1.510719 -0.1 -0.1 -0.1
H 2.033971 2.396198 -1.100146 0.1 0.1 0.1
H 3.693007 -0.461181 0.199177 0.1 -0.1 0.0
H 4.227767 0.170647 3.470187 0.1 0.0 0.1
H -4.761352 2.381786 -1.549871 0.1 0.0 0.0
H 3.192628 -4.402496 -0.521037 0.1 0.1 -0.1
H 0.738128 2.814096 -0.265273 0.1 0.0 0.2
H 6.117390 -5.119064 0.065321 0.0 -0.2 0.0
H -0.452968 4.579921 5.731123 0.1 0.0 0.0
H 0.340008 -0.463442 -4.337937 -0.1 -0.1 -0.1
H 0.011600 2.398799 7.832325 0.0 -0.1 -0.1
H 2.806847 0.309381 -1.447620 0.1 0.1 0.1
H -1.721705 3.629109 6.503847 0.0 0.0 0.1
H -8.317589 -2.493059 -3.557712 0.0 0.1 0.1
H -5.649101 2.521005 -3.061355 0.1 0.0 -0.2
H 0.349104 -1.325730 -1.441662 0.0 -0.3 0.1
H -0.737912 4.743872 7.469076 0.0 0.0 0.0
H 2.757358 0.391466 -3.689327 0.0 0.1 0.1
H 4.341652 -3.382339 0.338857 0.0 0.0 0.0
H 3.494895 2.474291 2.741399 -0.1 0.0 -0.1
```
Positions in Å, forces in eV/Å.

Properties
Charge = -1
Orbital gap = 6.6 eV



2.
The following is a quantum chemistry calculation of a molecular structure, C25H14Cl2N4O4RuS, from the Open Molecules 2025 dataset.

XYZ file:
```
51
Properties=species:S:1:pos:R:3:forces:R:3
Ru -0.164799 -0.824829 0.117944 0.0 -0.1 0.1
Cl 2.888469 -5.482803 4.102408 0.0 0.0 0.0
Cl 0.250246 -4.732217 5.726729 0.0 0.0 0.0
S -1.283813 -0.491001 -1.861897 -0.1 -0.1 -0.1
O 3.800419 -1.974755 0.811104 0.0 0.0 0.0
O 0.935321 3.152999 0.067025 0.0 0.0 0.0
O -1.500011 -0.468598 4.069520 0.0 0.0 0.0
O 0.508373 1.032489 0.352646 -0.2 -0.1 -0.2
N -2.530051 0.310397 0.814564 0.3 -0.1 -0.2
N -0.665553 -1.216680 2.051504 0.0 0.2 -0.2
N 1.498423 -1.831975 0.719640 -0.1 0.2 -0.2
N 1.746261 -0.908295 -1.816203 -0.3 0.1 0.2
C -1.700842 2.788867 -4.060674 0.0 0.0 0.0
C 0.399982 2.128138 -0.330829 0.0 0.0 0.0
C 1.309433 -2.529681 1.924309 0.0 -0.1 0.1
C 4.172172 -0.213634 -2.928790 0.0 0.0 0.0
C -4.099666 2.139884 2.154468 0.0 0.0 0.0
C 0.148297 -2.199474 2.639094 0.1 -0.2 0.1
C -1.734126 1.518450 -3.527542 0.0 0.0 0.0
C -0.156531 -2.889763 3.807801 0.0 0.0 0.0
C -1.087507 1.192267 -2.322391 0.1 0.1 0.0
C -0.383714 2.205447 -1.643690 0.0 0.0 0.0
C -1.008195 3.791625 -3.394545 0.0 0.0 0.0
C -1.463389 -0.448623 2.845842 0.2 0.0 0.1
C 2.138715 -3.542689 2.394800 0.0 0.0 0.0
C 4.108381 -0.691753 -1.632349 0.0 0.0 0.0
C 3.000705 -0.100570 -3.664223 0.0 0.0 0.0
C 2.763768 -1.650201 0.246209 0.0 0.1 0.2
C -4.237423 1.961249 0.785138 0.0 0.0 0.0
C -3.419254 1.038193 0.153263 0.0 0.1 -0.1
C 1.804066 -0.451110 -3.059342 0.0 0.1 0.0
C -0.368432 3.486767 -2.210574 0.0 0.0 -0.1
C -3.171825 1.378093 2.841650 0.0 0.0 0.0
C -2.410869 0.466325 2.120576 -0.1 0.0 0.2
C 0.676503 -3.897153 4.263750 0.0 0.0 0.0
C 1.822488 -4.223117 3.558257 0.0 0.0 0.0
C 2.862274 -1.033777 -1.121716 0.2 0.0 0.0
H 5.122524 0.067907 -3.364881 0.0 0.0 0.0
H 3.008618 0.263856 -4.682613 0.0 0.0 0.0
H -4.954922 2.533213 0.212416 0.0 0.0 0.0
H 4.979773 -0.814257 -1.006172 0.0 0.0 0.0
H -3.017744 1.457723 3.907650 0.0 0.0 0.0
H 0.850391 -0.352461 -3.567107 0.0 0.0 0.0
H -4.710949 2.865122 2.676921 0.0 0.0 0.0
H 3.039044 -3.805586 1.866688 0.0 0.0 0.0
H -1.037403 -2.645836 4.376261 0.0 0.0 0.0
H -0.968851 4.796828 -3.794783 0.0 0.0 0.0
H -2.272526 0.729984 -4.040566 0.0 0.0 0.0
H 0.179762 4.241917 -1.665657 0.0 0.0 0.0
H -2.213494 2.996598 -4.992621 0.0 0.0 0.0
H -3.452519 0.876500 -0.919014 0.0 0.0 0.0
```
Positions in Å, forces in eV/Å.

Properties
Charge = -1
Orbital gap (alpha / beta) = 7.1 / 7.4 eV
<S²> = 0.76
ΔE to the lowest compared entry with this formula, charge and spin = 40.8 kcal per mole
Spin multiplicity = 2



3.
The following is a quantum chemistry calculation of C4H8N2 in the gas phase, from the Open Molecules 2025 dataset.

XYZ file:
```
14
Properties=species:S:1:pos:R:3:forces:R:3
N 2.538184 0.746092 0.287635 0.1 -0.3 -0.2
N -0.371600 0.019941 -0.141760 -0.6 0.4 0.4
C 0.673246 -0.474160 -0.760315 0.8 -0.4 -0.4
C 2.098757 -0.164903 -0.447540 -0.7 -0.3 0.1
C -0.271968 1.292906 0.554857 0.1 -0.1 -0.1
C -1.565372 -0.789166 0.075349 0.1 0.0 0.0
H 0.487290 -1.413008 -1.285764 0.1 0.1 0.2
H -1.577492 -1.622346 -0.630199 0.0 0.1 0.1
H -1.069027 1.365327 1.297980 0.2 0.0 0.0
H 2.668202 -1.050352 -0.818073 0.2 0.4 0.0
H -2.469112 -0.189650 -0.049921 0.1 0.0 0.0
H -1.538158 -1.191076 1.095340 -0.1 0.0 -0.1
H -0.353679 2.118119 -0.157728 0.0 0.0 0.1
H 0.750734 1.352273 0.980138 -0.3 0.1 0.0
```
Positions in Å, forces in eV/Å.

Properties
Orbital gap (alpha / beta) = 8.0 / 6.6 eV
ΔE to the lowest compared entry with this formula, charge and spin = 81.7 kcal per mole



4.
The following is a quantum chemistry calculation of a gas-phase ion, C5H10NS (charge +1), from the Open Molecules 2025 dataset.

XYZ file:
```
17
Properties=species:S:1:pos:R:3:forces:R:3
S 2.852370 0.347409 0.422134 0.7 0.0 0.3
N 1.255828 -0.022955 -0.036024 -1.7 1.1 -0.3
C -1.495714 0.602544 0.680355 0.2 -0.1 0.1
C 2.145194 -0.205457 -1.126300 0.4 0.0 -0.5
C -1.155238 1.684378 -0.198985 1.0 -1.0 0.5
C -1.052382 -0.788438 0.189007 0.3 -0.2 0.0
C 0.419793 -1.035621 0.548285 -0.1 -0.3 0.1
H -1.648695 -1.566614 0.664360 -0.1 0.1 0.0
H 2.406273 -1.208884 -1.453836 -0.1 0.0 0.2
H 0.691790 -2.033840 0.184007 0.0 0.1 0.1
H -1.196018 1.548788 -1.267790 -0.2 0.0 -0.3
H -1.188183 -0.863140 -0.889219 -0.1 -0.1 -0.1
H -1.189339 0.789628 1.711979 -0.1 0.1 0.0
H -0.876274 2.656210 0.171691 0.1 0.3 0.1
H -2.600734 0.569271 0.681381 -0.2 0.1 -0.1
H 2.091345 0.536333 -1.915176 0.0 0.0 0.0
H 0.539989 -1.009606 1.634130 0.0 -0.1 -0.1
```
Positions in Å, forces in eV/Å.

Properties
Charge = +1
Orbital gap (alpha / beta) = 5.4 / 5.9 eV
ΔE to the lowest compared entry with this formula, charge and spin = 104.0 kcal per mole



5.
The following is a quantum chemistry calculation of C3H4N2O3 in the gas phase, from the Open Molecules 2025 dataset.

XYZ file:
```
12
Properties=species:S:1:pos:R:3:forces:R:3
O 0.935927 1.639066 0.450363 -0.6 -2.1 -0.3
O -1.180224 1.191241 -0.362984 1.1 -0.5 -0.2
O -3.068306 0.103912 0.058119 1.6 -1.0 0.1
N 0.202694 0.873961 -0.556934 -0.7 1.5 0.7
N 1.641554 -0.887975 -0.207176 -0.2 -0.6 0.3
C -1.861532 0.003192 -0.019034 -1.4 1.4 -0.2
C 0.349766 -0.473014 -0.206466 -0.5 0.0 0.8
C -0.854303 -1.023985 0.109150 0.0 -1.2 -0.2
H 1.779856 -1.675186 0.399186 0.3 -0.3 0.0
H 2.335350 -0.165358 -0.065768 -0.2 0.1 -0.1
H -1.129912 -2.072013 0.335297 0.5 1.0 -0.2
H 0.849127 2.486160 0.066246 0.1 1.8 -0.5
```
Positions in Å, forces in eV/Å.

Properties
Orbital gap = 10.0 eV
SMILES string = Nc1cc(=O)on1O
ΔE to the lowest compared entry with this formula, charge and spin = 77.4 kcal per mole



6.
The following is a quantum chemistry calculation of C5H7N3 in the gas phase, from the Open Molecules 2025 dataset.

XYZ file:
```
15
Properties=species:S:1:pos:R:3:forces:R:3
N 0.460127 0.733024 1.173190 0.5 0.2 0.0
N -0.409989 -0.266333 -2.116686 0.3 1.5 4.0
N -0.329239 0.584741 0.015050 2.1 -1.4 -3.6
C 1.160229 -1.157798 0.171117 0.9 4.5 -3.1
C -1.267743 1.285431 -0.684796 0.4 2.3 4.1
C 0.819606 -0.651503 1.522644 1.1 0.1 -0.8
C -1.415363 0.815499 -1.869691 -0.6 -4.9 -7.4
C 0.279278 -0.248024 -0.895005 -2.8 -1.6 0.6
H -2.330224 0.881986 -2.743516 3.2 0.4 2.9
H -0.247148 0.942400 1.764242 -2.2 1.7 3.3
H 0.892782 -2.086423 0.055745 -1.1 -5.2 -0.8
H -1.423919 2.265006 -0.405672 -1.4 1.7 1.1
H 0.075359 -1.336740 1.818868 -2.0 0.0 0.8
H 2.152013 -0.977198 -0.118050 1.6 -0.1 -0.2
H 1.584231 -0.784069 2.312562 0.0 0.8 -0.8
```
Positions in Å, forces in eV/Å.

Properties
Orbital gap = 9.6 eV
SMILES string = c1cn2c(n1)CCN2
ΔE to the lowest compared entry with this formula, charge and spin = 119.6 kcal per mole



7.
The following is a quantum chemistry calculation of 2 unconnected molecules or ions with the total composition C6H15IN5O2, from the Open Molecules 2025 dataset.

XYZ file:
```
29
Properties=species:S:1:pos:R:3:forces:R:3
I -3.237977 -3.392807 -0.444671 0.1 -0.2 0.0
O -0.363293 0.652278 2.258303 0.2 0.2 0.2
O 1.128683 2.026411 1.498691 -0.1 0.0 0.3
N 3.392973 -1.666553 -1.390489 0.2 -0.2 -0.1
N 1.775514 0.017352 -1.331924 -0.5 -0.3 0.0
N 3.058183 -0.600474 0.610012 -0.1 0.2 0.4
N -4.006471 -1.564546 -1.057748 -0.3 0.3 0.0
N 0.260704 1.689743 2.287596 0.0 0.0 0.0
C -0.069747 2.631119 3.391968 0.1 0.2 0.0
C 0.433469 0.095027 -0.723371 -0.1 -0.2 -0.6
C 2.737083 -0.728883 -0.607949 0.2 0.1 -0.1
C -0.541972 -0.983440 -1.226166 -0.4 0.6 0.3
C -1.862014 -0.392178 -1.767964 0.3 -0.2 0.4
C -3.062917 -0.508249 -0.792975 -0.3 -0.4 -0.4
H 0.558976 3.508545 3.295875 0.0 0.0 -0.1
H -1.727641 0.662621 -2.026089 0.2 0.1 -0.1
H -1.120708 2.886980 3.296381 0.0 -0.1 0.0
H -3.659170 0.400908 -0.932959 -0.2 0.1 0.0
H -0.827238 -1.574266 -0.364710 0.1 -0.5 0.1
H -2.141649 -0.917752 -2.673925 -0.3 0.0 -0.2
H 0.456489 0.069885 0.352880 0.3 -0.1 0.1
H -0.090698 -1.647521 -1.955437 0.3 0.0 -0.1
H 0.118733 2.112035 4.326583 -0.1 -0.1 0.0
H 2.742610 -2.286290 -1.855701 0.1 0.2 -0.3
H 2.130565 0.921211 -1.601975 0.1 0.0 0.0
H 2.518172 0.169818 1.000571 0.1 0.0 0.1
H -2.710876 -0.489462 0.254732 0.3 0.1 0.1
H 0.029120 1.067561 -0.980714 0.0 0.3 -0.1
H 4.081098 -2.159073 -0.838824 -0.1 -0.2 0.0
```
Positions in Å, forces in eV/Å.

Properties
Charge = -1
Orbital gap = 4.2 eV



8.
The following is a quantum chemistry calculation of a molecular structure, C3H5P, from the Open Molecules 2025 dataset.

XYZ file:
```
9
Properties=species:S:1:pos:R:3:forces:R:3
P 1.683413 -0.590669 -1.181113 -0.7 0.6 0.0
C -0.315040 -0.265613 0.215528 1.5 -1.9 1.2
C 0.771150 0.734411 -0.194842 -1.3 2.9 -0.8
C 0.272679 -1.340556 -0.693623 0.5 1.0 0.6
H -1.304650 0.042617 -0.009148 -1.0 0.2 -0.1
H -0.049831 -2.310921 -0.912085 -0.7 -1.4 -0.1
H -0.239233 -0.587444 1.331641 -0.3 0.6 -1.8
H 0.061536 1.622967 -0.949482 3.0 -2.3 2.4
H 1.358143 1.139011 0.693767 -0.9 0.2 -1.4
```
Positions in Å, forces in eV/Å.

Properties
Orbital gap = 9.7 eV
ΔE to the lowest compared entry with this formula, charge and spin = 16.1 kcal per mole